one | This record from the OMol25 dataset describes the molecule C2H3NOS. The level of theory is ωB97M-V with the def2-TZVPD basis set.

```
! RIJCOSX wB97M-V def2-TZVPD def2/J DEFGRID3
* xyz 0 1
S 2.58 0.92 0.34
O -0.48 -2.12 -0.46
N 0.34 -0.71 -0.15
C 1.42 0.03 -0.07
C -0.72 0.31 0.06
H -0.44 1.23 0.70
H -1.15 0.59 -0.98
H -1.53 -0.26 0.56
*
```

These are the natural (NBO) partial charges, in e, on atoms 1 to 6: 0.2593 -0.4821 -0.2126 0.1783 -0.4366 0.2130


two | This record from the OMol25 dataset describes a cluster of 2 separate species, C2H3NOS in total. The level of theory is ωB97M-V with the def2-TZVPD basis set.

```
! RIJCOSX wB97M-V def2-TZVPD def2/J DEFGRID3
* xyz 0 1
S -0.14 1.74 -0.41
O -0.10 -1.25 -0.89
N 3.11 -0.06 -0.16
C 0.66 0.42 0.27
C 2.04 0.20 0.07
H 0.43 0.13 1.25
H 0.05 -2.17 -0.56
H -0.70 1.98 0.75
*
```

These are the natural (NBO) partial charges, in e, on atoms 1 to 6: 0.2415 -0.8113 -0.2314 -0.2247 0.1973 0.2485


Of them, one has the lowest stability.


one | This record from the OMol25 dataset describes a cluster of 2 separate species, C2H3NOS in total. The level of theory is ωB97M-V with the def2-TZVPD basis set.

```
! RIJCOSX wB97M-V def2-TZVPD def2/J DEFGRID3
* xyz 0 1
S -3.24 -0.22 0.18
O -4.67 -0.34 -0.15
N -2.57 1.12 -0.18
C -0.39 0.73 0.22
C 0.08 -0.39 -0.25
H 1.04 -0.59 0.30
H -0.15 1.77 0.33
H -0.53 -1.10 -0.65
*
```

These are the natural (NBO) partial charges, in e, on atoms 1 to 6: 1.3004 -0.8786 -0.8237 0.1322 -0.4674 0.2608


two | This record from the OMol25 dataset describes a cluster of 2 separate species, C2H3NOS in total. The level of theory is ωB97M-V with the def2-TZVPD basis set.

```
! RIJCOSX wB97M-V def2-TZVPD def2/J DEFGRID3
* xyz 0 1
S -4.25 -0.12 0.65
O -3.64 -0.68 -0.56
N -1.32 2.60 0.19
C -0.87 1.57 -0.01
C -0.46 0.20 -0.06
H -1.21 -0.53 -0.47
H 0.24 -0.11 -0.75
H -0.32 -0.23 0.91
*
```

**SMILES**: CC#N.O=S

These are the natural (NBO) partial charges, in e, on atoms 1 to 6: 0.7064 -0.7035 -0.3233 0.2881 -0.7553 0.2763


Of them, one has the lowest stability.